49
Properties=species:S:1:pos:R:3 method="wB97M-V/def2-TZVPD" charge=+1 gap_ha=0.236 multiplicity=1 e_above_lowest_kj_mol=0.0 lumo_energy_ev=-4.36
O 0.984 4.320 0.123
O 0.650 -2.174 2.535
O 2.208 3.987 -1.609
O 0.734 -1.779 0.257
N 2.562 1.331 3.565
N -1.840 -0.633 -2.647
N 1.262 3.715 -0.907
C -2.924 -2.790 -0.229
C -1.663 -2.160 0.422
C 3.109 2.088 2.578
C -0.768 2.365 -0.603
C 0.053 -0.309 -3.810
C 2.316 0.568 0.871
C 2.980 1.764 1.233
C 1.894 0.223 3.243
C -3.175 -1.149 -2.277
C -1.075 -1.110 -3.687
C 2.681 1.754 4.964
C -0.285 -2.718 0.000
C -3.118 -2.587 -1.764
C -1.210 0.446 -1.999
C 0.975 -1.475 1.590
C 1.724 -0.211 1.888
C 0.441 2.604 -1.285
C 0.804 1.718 -2.369
C -1.545 1.243 -0.930
C -0.039 0.668 -2.714
H -3.790 -1.109 -3.185
H -4.060 -3.077 -2.079
H 2.055 1.121 5.611
H -1.671 -1.081 0.262
H 2.408 2.786 5.139
H -3.828 -2.418 0.242
H -1.289 -1.978 -4.334
H -2.359 -3.155 -2.317
H 1.465 -0.424 4.039
H -1.077 3.017 0.229
H -3.641 -0.521 -1.546
H -2.938 -3.867 -0.032
H -0.324 -2.887 -1.074
H 3.432 2.394 0.463
H 3.697 1.621 5.300
H 1.708 1.856 -2.948
H 0.862 -0.425 -4.517
H -1.737 -2.262 1.515
H -0.068 -3.697 0.490
H -2.434 1.059 -0.342
H 3.627 3.023 2.844
H 2.228 0.323 -0.197